ORCA calculation (ωB97M-V with the def2-TZVPD basis set) on a structure of composition C37H46AsBrGeO5Sc at a distorted geometry.

Structure (ORCA input):
```
! RIJCOSX wB97M-V def2-TZVPD def2/J DEFGRID3
* xyz 2 2
Sc -19.0838 0.3397 10.4569
C -18.7144 -3.8710 9.6998
C -19.9305 -2.9963 10.0177
C -20.9745 -3.7439 10.8644
C -20.6158 -2.4584 8.7483
O -19.5721 -1.7339 10.7550
Ge -18.2323 -1.7198 12.2329
O -17.2503 -0.4796 10.9096
C -15.8225 -0.4509 10.6944
C -15.5176 -1.6407 9.7822
C -15.1051 -0.5195 12.0526
C -15.5698 0.8799 10.0435
O -19.2430 0.0087 12.4757
C -19.8300 0.6675 13.5783
C -18.7808 1.5622 14.2149
C -21.0205 1.4507 13.0513
C -20.2605 -0.4462 14.6014
H -19.0927 -4.8616 9.3743
H -18.0826 -4.0686 10.6576
H -18.1122 -3.3375 8.9596
H -21.3272 -4.5937 10.2594
H -21.8382 -3.0719 11.0386
H -20.5531 -4.0776 11.8406
H -21.0946 -3.2973 8.2684
H -19.8703 -2.0009 8.0896
H -21.3484 -1.6938 9.0588
H -16.2220 -2.4684 9.9662
H -14.4826 -1.9923 9.8933
H -15.6108 -1.3256 8.7241
H -15.1544 -1.4686 12.5525
H -15.6082 0.2894 12.6940
H -14.0469 -0.2431 11.8456
H -16.2028 1.1131 9.1293
H -14.5357 0.8362 9.7756
H -15.7174 1.7575 10.7703
H -18.4513 2.2618 13.4195
H -17.8869 0.9741 14.5509
H -19.3085 2.2016 14.9436
H -20.8500 2.1461 12.2381
H -21.2990 2.1165 13.8796
H -21.8252 0.7055 12.7031
H -19.4337 -1.1709 14.6846
H -21.1644 -0.9338 14.1892
H -20.4164 0.1257 15.5334
Br -22.9109 2.5177 7.7067
C -21.2415 3.2267 7.1696
C -21.2662 4.3133 6.2789
C -20.0318 4.7690 5.6992
C -18.8688 4.0410 5.9531
C -18.8725 2.9062 6.7721
C -20.0328 2.6110 7.5195
C -19.9220 1.6516 8.6436
O -20.3712 1.8493 9.8315
O -19.2080 0.5873 8.4548
H -22.1911 4.8134 6.0236
H -19.9796 5.5625 4.9606
H -17.9798 4.4550 5.4731
H -17.9550 2.3243 6.9086
C -17.3909 -0.8573 1.4658
C -17.6802 -0.4583 2.7888
C -18.1797 -1.4327 3.6233
C -18.4337 -2.8168 3.2564
C -18.2536 -3.1123 1.8971
C -17.7761 -2.1750 1.0309
As -19.2748 -3.9919 4.6041
C -20.8173 -4.7277 3.5400
C -22.0625 -4.2051 3.9396
C -23.2295 -4.7539 3.4043
C -23.2521 -6.0004 2.7819
C -21.9789 -6.5125 2.4092
C -20.8058 -5.9517 2.8847
C -17.9492 -5.4995 4.5481
C -18.1992 -6.6352 5.3435
C -17.3230 -7.6828 5.4605
C -16.1900 -7.7431 4.6388
C -15.9394 -6.6448 3.8319
C -16.7252 -5.4595 3.8847
H -16.8078 -0.1904 0.8279
H -17.3886 0.4846 3.2297
H -18.5870 -1.2361 4.6214
H -18.4200 -4.2191 1.5780
H -17.7124 -2.4583 -0.0105
H -22.1092 -3.2305 4.4561
H -24.0882 -4.1203 3.5200
H -24.0659 -6.6580 2.6567
H -21.9357 -7.4800 1.8132
H -19.8360 -6.3477 2.7094
H -19.1578 -6.6889 5.9147
H -17.5928 -8.5032 6.1203
H -15.5418 -8.6532 4.6381
H -14.9686 -6.6464 3.2521
H -16.4219 -4.4747 3.4411
*
```

For the HOMO energy (spin up / spin down), the calculation gives -13.3 / -13.3 eV. The maximum force is 3.9 eV/A. The value obtained for the LUMO energy (spin up / spin down) is -0.164 / -0.335 hartree. For the orbital gap (spin up / spin down), the calculation gives 8.812 / 4.168 eV. For the molar mass, the calculation gives 843.162 g mol⁻¹.

Mulliken atomic charge list, values in e, 2 entries:
1. Sc 0.189
2. C -1.370